C6H19FeO11P | ωB97M-V/def2-TZVPD

The expectation value of S² is 6.015. Its energy above the lowest of the compared OMol25 structures with the same formula, charge and spin is 16.7 kcal per mole. The value obtained for the HOMO energy (alpha / beta) is 0.02668 / 0.02771 hartree. The value obtained for the LUMO energy (alpha / beta) is 4.6 / 4.7 eV. As for the spin multiplicity: 5. Its net charge is -2.

Last column: Löwdin charge in e.
Cartesian coordinates (Å):
Fe: 0.4003 0.9850 -0.2823  0.680
O: 2.5006 0.7093 -0.2813  -0.340
H: 3.2603 0.1703 -0.0548  -0.037
P: 0.5185 1.0583 -3.0383  0.017
O: 0.8685 2.1407 -1.8519  -0.498
O: -0.2201 0.0749 -1.9913  -0.493
O: 1.8315 0.5267 -3.5531  -0.440
O: -0.2391 1.9112 -4.0500  -0.484
C: -1.6521 2.7033 1.2938  -0.221
C: -0.3104 2.6277 2.0147  -0.209
O: 0.7556 2.5664 1.0650  -0.087
O: -1.7312 1.9024 0.1094  -0.065
H: -1.8119 3.7299 0.9111  0.120
H: -2.5103 2.6160 1.9770  0.114
H: -0.2360 1.7532 2.6749  0.105
H: -0.2574 3.5300 2.6424  0.118
H: 1.4532 3.1917 1.2783  0.123
H: -2.6740 1.7787 -0.0415  0.107
C: 1.0529 -1.5645 1.5488  -0.228
C: 1.7998 -0.7930 2.5972  -0.280
O: 2.8505 0.0243 2.0952  -0.158
O: 0.1006 -0.7020 0.9690  -0.121
H: 0.5437 -2.3982 2.0604  0.120
H: 1.6924 -2.0157 0.7887  0.129
H: 2.2317 -1.4510 3.3611  0.102
H: 1.0679 -0.1244 3.0947  0.098
H: 2.5410 0.4406 1.2025  -0.017
H: -0.6949 -1.2053 0.7123  0.090
C: -2.0992 -2.7023 -1.3762  -0.289
C: -0.8777 -2.8248 -2.2574  -0.319
O: 0.3206 -2.6145 -1.6065  -0.083
O: -2.2337 -1.4401 -0.7657  -0.140
H: -2.0703 -3.4678 -0.5847  0.104
H: -3.0046 -2.8688 -1.9873  0.103
H: -1.0287 -2.0939 -3.0710  0.122
H: -0.8907 -3.8009 -2.7588  0.107
H: 0.4193 -1.6135 -1.5428  0.074
H: -1.6667 -0.7598 -1.3017  0.079

Cartesian forces (eV/Å) of the 6 atoms listed first:
Fe 2.03 0.85 -2.89
O -0.08 -0.10 1.53
H 0.12 -0.37 -0.87
P 2.36 4.40 1.29
O -0.82 -0.31 0.50
O -1.67 -2.13 -0.46

C6H19N2O | ωB97M-V/def2-TZVPD

Its energy above the lowest of the compared OMol25 structures with the same formula, charge and spin is 21.4 kcal per mole. The value obtained for the HOMO energy is -0.48937 hartree. The value obtained for the LUMO energy is -3.1 eV. As for the spin multiplicity: 1. Its net charge is +1.

Last column: Löwdin charge in e.
Cartesian coordinates (Å):
N: 0.8046 -0.8880 2.4528  0.218
C: 1.3186 -0.4295 1.1094  -0.312
C: 2.5729 0.4086 1.2989  -0.026
C: 0.1729 0.4401 0.5238  -0.178
N: -1.0667 -0.3164 0.6404  -0.072
C: -2.2238 0.6394 -1.4326  -0.035
C: -1.8347 -0.6193 -0.6278  -0.399
C: -1.0199 -1.6778 -1.3657  -0.051
H: 1.0279 -0.1909 3.1598  0.168
H: -0.2158 -1.0052 2.3137  0.147
H: 1.2069 -1.7326 2.7620  0.151
H: 1.3551 -1.3125 0.4766  0.148
H: 2.8299 0.9006 0.3589  0.096
H: 2.3373 1.1972 2.0125  0.093
H: 3.4666 -0.1462 1.5813  0.094
H: 0.4583 0.6236 -0.5017  0.095
H: 0.0806 1.3146 1.1679  0.141
H: -1.7269 0.1675 1.2344  0.115
H: -3.2429 0.4814 -1.7511  0.081
H: -1.5523 0.7281 -2.2888  0.069
H: -2.0643 1.5511 -0.8602  0.080
H: -2.7329 -1.0628 -0.1970  0.132
H: -0.0112 -1.2820 -1.4906  0.069
H: -1.1381 -2.6211 -0.8439  0.082
H: -1.3666 -1.8688 -2.3812  0.088
H: 0.8734 2.3865 -3.2185  0.057
H: 1.0433 1.7836 -1.8440  -0.009
O: 0.6479 2.5307 -2.2894  -0.043

Cartesian forces (eV/Å) of the 6 atoms listed first:
N -0.19 1.08 -0.51
C -0.40 0.78 -0.14
C 0.02 -0.38 -0.56
C -0.10 -1.09 1.13
N -0.62 0.03 -0.26
C 1.12 -0.89 0.10

C6H19N2O2 | ωB97M-V/def2-TZVPD

Its energy above the lowest of the compared OMol25 structures with the same formula, charge and spin is 44.6 kcal per mole. The value obtained for the HOMO energy is -0.44752 hartree. The value obtained for the LUMO energy is -2.8 eV. As for the spin multiplicity: 1. Its net charge is +1.

Last column: Löwdin charge in e.
Cartesian coordinates (Å):
C: -1.5929 2.0938 -0.1617  -0.025
C: -1.1966 0.8629 0.6323  -0.283
C: 0.3306 0.6373 0.8035  -0.111
C: 0.6494 -0.5094 1.7006  -0.394
C: 0.8267 -0.3933 3.0194  0.088
C: 1.6037 -2.2280 0.1894  -0.069
N: 0.5116 -1.7952 1.1101  -0.078
N: -1.6697 -0.3865 -0.1403  0.168
H: -2.0689 2.8692 0.4299  0.090
H: -0.7621 2.5723 -0.6808  0.078
H: -2.2853 1.7495 -0.9355  0.084
H: -1.6396 0.7497 1.6233  0.153
H: 0.8284 0.5088 -0.1606  0.111
H: 0.6598 1.5734 1.2646  0.136
H: 1.0179 -1.2402 3.6673  0.072
H: 0.6445 0.5600 3.4996  0.071
H: 1.2596 -1.9553 -0.8048  0.062
H: 1.8759 -3.2823 0.3442  0.091
H: 2.6086 -1.9063 0.4793  0.089
H: 0.4075 -2.5308 1.7996  0.116
H: -2.6663 -0.3311 -0.3259  0.154
H: -1.3603 -1.1975 0.4213  0.131
H: -1.1773 -0.5939 -1.0715  0.110
H: 0.4583 0.2420 -2.4910  0.018
H: -0.8363 -0.4871 -3.2485  0.079
O: -0.2548 -0.4475 -2.4772  -0.079
H: 0.4595 1.9643 -3.5439  0.076
H: 1.8198 1.9648 -3.0463  0.102
O: 0.9117 1.8052 -2.7101  -0.038

Cartesian forces (eV/Å) of the 6 atoms listed first:
C -0.13 -0.03 -0.31
C 1.10 -1.44 -0.93
C -0.43 1.01 0.33
C -0.24 -0.77 1.19
C -0.43 0.39 -0.28
C 0.10 -0.26 0.60

C6H19N2S4SbSeSiW | ωB97M-V/def2-TZVPD

The expectation value of S² is 2.031. Its energy above the lowest of the compared OMol25 structures with the same formula, charge and spin is 40.1 kcal per mole. The value obtained for the HOMO energy (alpha / beta) is -0.24433 / -0.29068 hartree. The value obtained for the LUMO energy (alpha / beta) is -0.9 / -1.5 eV. As for the spin multiplicity: 3.

Last column: Löwdin charge in e.
Cartesian coordinates (Å):
W: -0.1769 -1.5267 0.7062  0.130
N: -1.4533 0.0069 1.9170  -0.172
C: -0.8829 1.1750 2.6268  -0.256
C: 0.3342 0.8214 3.4684  -0.191
C: 1.6071 0.6737 2.6468  -0.269
N: 1.6591 -0.6219 1.9404  -0.200
H: -2.1259 0.3313 1.2266  0.051
H: -1.9610 -0.5818 2.5723  0.059
H: -1.6566 1.6283 3.2502  0.117
H: -0.6003 1.9007 1.8642  0.079
H: 0.1459 -0.0929 4.0405  0.097
H: 0.4878 1.6201 4.1965  0.116
H: 2.4853 0.7816 3.2876  0.117
H: 1.6500 1.4577 1.8906  0.069
H: 1.8146 -1.3725 2.6079  0.036
H: 2.4430 -0.6246 1.2935  0.050
S: 1.5143 -2.7495 -0.3827  -0.123
Sb: -0.2518 -4.3150 -0.0268  0.474
S: -0.3283 -2.7221 2.6507  -0.003
S: -2.0277 -1.9348 -0.4262  0.029
S: 0.2585 -4.9386 2.1690  -0.138
C: -1.2461 2.2239 -2.8679  -0.236
Si: -0.1266 0.7330 -2.7437  0.147
C: 1.4682 1.0025 -3.6766  -0.234
C: -0.9877 -0.8244 -3.2828  -0.264
Se: 0.4855 0.6372 -0.5304  0.352
H: -1.5580 2.4028 -3.9002  0.031
H: -0.7366 3.1177 -2.5038  0.026
H: -2.1399 2.0751 -2.2597  0.026
H: 1.2860 1.1017 -4.7500  0.031
H: 2.1456 0.1621 -3.5174  0.029
H: 1.9676 1.9087 -3.3294  0.027
H: -1.2864 -0.7758 -4.3333  0.036
H: -1.8755 -0.9941 -2.6790  -0.066
H: -0.3313 -1.6866 -3.1453  0.023

Cartesian forces (eV/Å) of the 6 atoms listed first:
W -0.19 0.85 -0.05
N 0.14 -0.10 -0.02
C -0.05 -0.01 -0.01
C 0.00 0.01 -0.06
C 0.01 -0.06 0.02
N 0.04 0.01 -0.06

C6H19N2Si | ωB97M-V/def2-TZVPD

Its energy above the lowest of the compared OMol25 structures with the same formula, charge and spin is 0.0 kcal per mole. The value obtained for the HOMO energy is -0.46776 hartree. The value obtained for the LUMO energy is -3.9 eV. As for the spin multiplicity: 1. Its net charge is +1.

Last column: Löwdin charge in e.
Cartesian coordinates (Å):
C: 2.4419 -0.6470 -1.3945  -0.086
C: 1.8979 1.6795 -0.6083  -0.044
C: -1.7414 0.5397 -1.4691  -0.068
C: 0.0117 -1.9806 0.5272  -0.167
C: 1.0307 0.4559 2.5495  -0.149
C: -3.2598 -0.2078 0.3020  -0.135
N: 1.8784 0.2003 -0.3821  -0.318
N: -2.0129 0.4346 0.0119  -0.173
Si: 0.9866 -0.4363 0.8753  0.870
H: 3.4569 -0.4551 -1.4970  0.078
H: 2.4026 -1.6916 -1.0259  0.095
H: 1.9136 -0.5265 -2.3040  0.091
H: 2.9488 1.8273 -0.6156  0.081
H: 1.6265 1.8447 -1.5814  0.063
H: 1.5277 2.2626 0.2524  0.103
H: -2.5439 0.9743 -1.9749  0.065
H: -0.8928 1.0811 -1.4964  0.020
H: -1.6620 -0.5055 -1.8590  0.096
H: -0.7624 -2.1553 1.2180  0.016
H: -0.4727 -1.9351 -0.5275  0.076
H: -3.0909 -1.2232 0.1421  0.048
H: 0.3230 1.2817 2.6301  0.040
H: 0.6756 -0.0803 3.3971  0.026
H: 2.0472 0.8522 2.7819  0.061
H: -4.1938 0.0205 -0.2309  0.099
H: -3.3204 -0.1020 1.3868  0.093
H: 0.7534 -2.8216 0.4914  0.056
H: -1.9694 1.3137 0.4010  0.063

Cartesian forces (eV/Å) of the 6 atoms listed first:
C -1.12 -1.30 1.05
C 2.36 -1.92 2.65
C -1.84 -3.36 2.53
C 1.58 -0.28 -2.57
C 0.57 0.68 -0.88
C 0.03 0.28 1.54

C6H19N4 | ωB97M-V/def2-TZVPD

Its energy above the lowest of the compared OMol25 structures with the same formula, charge and spin is 66.7 kcal per mole. The value obtained for the HOMO energy is -0.47934 hartree. The value obtained for the LUMO energy is -2.5 eV. As for the spin multiplicity: 1. Its net charge is +1. The SMILES is CN(C)[C@](N)(CN)[NH+](C)C.

Last column: Löwdin charge in e.
Cartesian coordinates (Å):
C: 0.6238 1.6065 1.5453  -0.073
C: 0.5418 2.1310 -0.7086  -0.052
C: -0.6410 -2.3427 0.8092  -0.018
C: -2.0328 -0.4614 0.0986  -0.022
C: 0.6725 -0.4205 -1.4574  -0.126
C: 0.5031 -0.1495 0.0449  -0.459
N: -0.5996 -0.1651 -2.2224  0.028
N: 1.6081 -0.7631 0.7797  0.100
N: 0.1512 1.1502 0.2734  -0.203
N: -0.7976 -0.9059 0.7106  -0.125
H: 0.5413 2.7946 1.5699  0.151
H: 0.0158 1.1949 2.3863  0.108
H: 1.6016 1.4080 1.8659  0.063
H: 1.5502 2.1669 -0.6816  0.068
H: 0.0744 2.0799 -1.6956  0.100
H: 0.1924 3.0951 -0.2654  0.114
H: -0.7745 -2.7207 -0.2775  0.138
H: 0.4560 -2.4886 1.0250  0.101
H: -1.2206 -3.0249 1.4153  0.102
H: -1.9944 -0.7900 -0.9637  0.093
H: -2.8131 -1.0629 0.6438  0.129
H: -2.1619 0.5726 0.2563  0.090
H: 0.8439 -1.4398 -1.7735  0.120
H: 1.5353 0.2914 -1.8393  0.158
H: -0.9286 0.6928 -2.1201  -0.003
H: -0.4389 -0.5463 -3.1278  0.094
H: 2.5128 -1.0255 0.4144  0.117
H: 1.7391 -0.4473 1.7399  0.094
H: -0.7605 -0.4297 1.5544  0.112

Cartesian forces (eV/Å) of the 6 atoms listed first:
C -2.46 3.43 2.11
C -3.26 2.04 0.42
C 2.38 -1.88 -2.92
C -2.13 -2.92 -0.27
C -0.63 1.53 -1.66
C 1.52 -3.57 -0.67